Arrangement one

# C4H10NO2

An isolated molecule of C4H10NO2 (ωB97M-V/def2-TZVPD, OMol25).

Calculated values
HOMO-LUMO gap (alpha / beta) ... 0.367 / 0.261 hartree
Lowest unoccupied orbital energy (alpha / beta) ... 0.957 / -1.893 eV

The geometry in ORCA input format:
```
! RIJCOSX wB97M-V def2-TZVPD def2/J DEFGRID3
* xyz 0 2
C 0.415 -0.821 0.470
C -1.114 -0.593 0.676
C -1.899 -0.994 -0.690
O -1.476 -0.428 -1.792
N 1.264 0.372 0.656
C 1.040 1.234 -0.455
O 2.310 1.993 -0.645
H 0.950 -1.563 1.174
H 0.647 -1.096 -0.552
H -1.496 -1.086 1.455
H -1.307 0.494 0.842
H -1.843 -2.147 -0.823
H -2.926 -0.752 -0.394
H 1.202 0.742 1.618
H 0.371 2.123 -0.299
H 0.995 0.574 -1.415
H 2.866 1.947 0.172
*
```

***

Arrangement two

# C4H10NO2

A cluster of 2 separate species, C4H10NO2 in total (ωB97M-V/def2-TZVPD, OMol25).

Calculated values
HOMO-LUMO gap (alpha / beta) ... 0.154 / 0.291 hartree
Lowest unoccupied orbital energy (alpha / beta) ... 0.098 / 0.077 eV

The geometry in ORCA input format:
```
! RIJCOSX wB97M-V def2-TZVPD def2/J DEFGRID3
* xyz 0 2
O 1.169 -2.255 0.993
C 0.050 -2.209 1.400
C -1.095 -1.550 0.684
N -0.581 -0.789 -0.488
H -0.249 -2.738 2.332
H -1.803 -2.309 0.335
H -1.645 -0.841 1.303
H -1.283 -0.243 -0.978
H 0.177 -0.117 -0.096
H -0.167 -1.468 -1.127
O 1.061 0.782 0.738
C 1.362 1.704 -0.136
C 0.330 2.329 -1.070
H 2.344 2.201 -0.120
H 0.385 1.900 -2.076
H 0.596 3.390 -1.090
H -0.651 2.212 -0.607
*
```

***

Preferred: arrangement two; penalty for the next structure: 7.3 kcal/mol.

***

Arrangement one

# C5H6N2S2

A cluster of 2 separate species, C5H6N2S2 in total (ωB97M-V/def2-TZVPD, OMol25).

Calculated values
HOMO-LUMO gap ... 0.227 hartree
Lowest unoccupied orbital energy ... -1.692 eV

The geometry in ORCA input format:
```
! RIJCOSX wB97M-V def2-TZVPD def2/J DEFGRID3
* xyz 0 1
C 1.401 1.989 0.882
C -0.436 1.016 0.028
C 0.645 0.193 -0.067
C -3.115 0.214 -0.194
C 0.612 -1.110 -0.711
N 1.705 0.760 0.502
N 0.071 2.183 0.625
S -4.359 0.995 -0.737
S -2.569 -1.128 0.689
H 2.082 2.759 1.246
H 0.549 -1.024 -1.855
H 1.533 -1.676 -0.494
H -0.211 -1.662 -0.385
H -0.589 3.066 0.755
H -3.711 -1.767 0.849
*
```

***

Arrangement two

# C5H6N2S2

An isolated molecule of C5H6N2S2 (ωB97M-V/def2-TZVPD, OMol25).

Calculated values
HOMO-LUMO gap ... 0.301 hartree
Lowest unoccupied orbital energy ... -0.184 eV

The geometry in ORCA input format:
```
! RIJCOSX wB97M-V def2-TZVPD def2/J DEFGRID3
* xyz 0 1
C 0.051 2.421 -0.066
C 0.144 0.876 -0.130
C 1.304 0.186 -0.099
C 1.319 -1.217 0.024
S 2.647 -2.181 -0.176
N 0.103 -1.866 0.064
C -1.005 -1.030 -0.167
S -2.384 -2.197 -0.129
N -1.060 0.236 -0.365
H 1.046 2.931 -0.484
H 0.004 2.757 1.197
H -1.058 2.762 -0.533
H 2.307 0.499 0.083
H 0.069 -2.786 0.339
H -3.487 -1.391 0.442
*
```

***

Arrangement three

# C5H6N2S2

A cluster of 2 separate species, C5H6N2S2 in total (ωB97M-V/def2-TZVPD, OMol25).

Calculated values
HOMO-LUMO gap ... 0.306 hartree
Lowest unoccupied orbital energy ... -0.230 eV

The geometry in ORCA input format:
```
! RIJCOSX wB97M-V def2-TZVPD def2/J DEFGRID3
* xyz 0 1
C -1.155 -2.075 -0.860
C 0.119 -1.671 -1.401
C 0.825 1.973 0.291
C -0.871 -0.692 0.866
C 0.499 -0.726 0.541
N -1.681 -1.469 0.188
N 0.958 -1.063 -0.634
S 0.242 1.848 -1.284
S 0.155 3.002 1.395
H -1.995 -2.771 -1.266
H 0.572 -2.067 -2.376
H -1.279 -0.100 1.621
H 0.897 0.614 -1.637
H 1.274 -0.365 1.246
H -0.766 3.767 0.805
*
```

***

Preferred: arrangement two; penalty for the next structure: 47.8 kcal/mol.

***

Arrangement one

# C33H35Cl5O5PS4SiTi

A structure of composition C33H35Cl5O5PS4SiTi (ωB97M-V/def2-TZVPD, OMol25).

Calculated values
HOMO-LUMO gap ... 0.279 hartree
Lowest unoccupied orbital energy ... -3.632 eV

The geometry in ORCA input format:
```
! RIJCOSX wB97M-V def2-TZVPD def2/J DEFGRID3
* xyz 1 1
Ti -0.671 -0.666 0.306
C -1.067 0.233 3.640
C -2.562 -0.030 3.543
S -3.176 -0.208 1.843
C -4.223 -1.668 2.024
C -3.480 -2.938 2.410
S -2.042 -3.208 1.345
C -0.814 -3.637 2.593
C -0.363 -2.517 3.528
S 0.037 -0.906 2.775
H -0.810 1.200 3.209
H -0.764 0.252 4.688
H -2.830 -0.931 4.093
H -3.087 0.801 4.016
H -5.013 -1.450 2.743
H -4.693 -1.787 1.049
H -3.144 -2.899 3.445
H -4.155 -3.789 2.323
H -1.221 -4.445 3.203
H 0.025 -4.064 2.051
H -1.116 -2.310 4.288
H 0.544 -2.836 4.040
O 2.166 -2.525 1.578
S 1.640 -3.050 0.341
O 1.486 -4.466 0.223
O 0.304 -2.367 0.056
C 2.667 -2.484 -0.977
C 3.404 -3.430 -1.669
C 4.239 -3.024 -2.700
C 4.320 -1.683 -3.033
C 3.568 -0.741 -2.343
C 2.733 -1.124 -1.299
P 1.711 0.116 -0.436
C 1.695 1.541 -1.548
C 0.657 1.670 -2.468
C 0.637 2.739 -3.350
C 1.654 3.682 -3.318
C 2.693 3.557 -2.405
C 2.715 2.491 -1.519
C 2.689 0.638 0.999
C 2.228 1.709 1.765
C 2.938 2.127 2.877
C 4.111 1.475 3.236
C 4.573 0.411 2.476
C 3.867 -0.008 1.358
H 3.307 -4.472 -1.400
H 4.816 -3.758 -3.246
H 4.963 -1.361 -3.841
H 3.626 0.299 -2.636
H -0.140 0.937 -2.490
H -0.175 2.837 -4.060
H 1.637 4.519 -4.004
H 3.485 4.294 -2.378
H 3.519 2.404 -0.799
H 1.319 2.222 1.482
H 2.581 2.966 3.461
H 4.667 1.800 4.105
H 5.487 -0.097 2.751
H 4.232 -0.845 0.779
Cl -4.079 -1.625 -6.451
C -3.392 -1.425 -4.895
C -2.031 -1.648 -4.694
Cl -1.038 -2.128 -6.005
C -1.475 -1.478 -3.430
Cl 0.198 -1.765 -3.174
C -2.262 -1.065 -2.352
O -1.711 -0.852 -1.152
C -3.626 -0.862 -2.561
Cl -4.614 -0.392 -1.235
C -4.191 -1.038 -3.821
Cl -5.867 -0.769 -4.050
C -2.570 2.589 -1.079
Si -1.450 2.649 0.401
C -2.419 3.139 1.921
C -0.136 3.957 0.204
O -0.777 1.111 0.625
H -2.927 3.596 -1.310
H -3.442 1.964 -0.881
H -2.069 2.204 -1.969
H -2.760 4.167 1.761
H -1.803 3.156 2.823
H -3.305 2.530 2.100
H -0.641 4.880 -0.097
H 0.618 3.741 -0.550
H 0.368 4.168 1.150
*
```

***

Arrangement two

# C33H35Cl5O5PS4SiTi

A structure of composition C33H35Cl5O5PS4SiTi (ωB97M-V/def2-TZVPD, OMol25).

Calculated values
HOMO-LUMO gap ... 0.273 hartree
Lowest unoccupied orbital energy ... -3.628 eV

The geometry in ORCA input format:
```
! RIJCOSX wB97M-V def2-TZVPD def2/J DEFGRID3
* xyz 1 1
Ti -0.667 -0.845 0.554
C 2.722 0.534 2.504
C 2.137 1.940 2.558
S 0.793 2.164 1.370
C -0.502 2.892 2.393
C -0.958 2.079 3.594
S -1.481 0.392 3.183
C -0.611 -0.559 4.445
C 0.911 -0.520 4.360
S 1.566 -0.847 2.698
H 3.499 0.425 3.262
H 3.190 0.357 1.536
H 2.932 2.651 2.335
H 1.762 2.178 3.553
H -1.329 3.039 1.700
H -0.186 3.881 2.727
H -1.803 2.586 4.061
H -0.173 2.014 4.346
H -0.977 -1.578 4.321
H -0.935 -0.217 5.428
H 1.319 -1.275 5.033
H 1.294 0.445 4.690
O 0.892 -2.221 0.296
S 0.282 -2.882 -0.902
O -0.033 -4.260 -0.776
O -0.904 -1.964 -1.115
C 1.348 -2.639 -2.266
C 1.676 -3.747 -3.036
C 2.485 -3.570 -4.145
C 2.942 -2.300 -4.472
C 2.599 -1.206 -3.693
C 1.795 -1.354 -2.568
P 1.339 0.119 -1.552
C 0.673 1.148 -2.903
C 1.303 2.234 -3.499
C 0.684 2.909 -4.546
C -0.553 2.494 -5.012
C -1.179 1.397 -4.432
C -0.574 0.735 -3.378
C 3.005 0.739 -1.142
C 4.063 -0.160 -0.996
C 5.305 0.275 -0.557
C 5.512 1.616 -0.263
C 4.469 2.519 -0.412
C 3.222 2.086 -0.841
H 1.297 -4.721 -2.763
H 2.754 -4.421 -4.756
H 3.570 -2.160 -5.342
H 2.959 -0.220 -3.962
H 2.282 2.554 -3.171
H 1.179 3.756 -5.002
H -1.028 3.019 -5.831
H -2.140 1.060 -4.800
H -1.066 -0.119 -2.924
H 3.923 -1.210 -1.222
H 6.113 -0.437 -0.450
H 6.483 1.955 0.070
H 4.624 3.569 -0.196
H 2.418 2.802 -0.930
Cl -5.274 -5.561 4.341
C -4.288 -4.486 3.445
C -2.907 -4.477 3.639
Cl -2.187 -5.542 4.772
C -2.109 -3.596 2.916
Cl -0.405 -3.564 3.142
C -2.682 -2.703 2.009
O -1.939 -1.819 1.336
C -4.061 -2.728 1.809
Cl -4.735 -1.666 0.641
C -4.863 -3.612 2.522
Cl -6.556 -3.621 2.267
C -3.904 1.906 0.877
Si -2.824 1.488 -0.582
C -2.128 3.050 -1.309
C -3.713 0.431 -1.836
O -1.516 0.575 0.003
H -4.873 2.265 0.521
H -3.481 2.700 1.495
H -4.085 1.037 1.511
H -2.949 3.685 -1.654
H -1.476 2.854 -2.161
H -1.560 3.623 -0.573
H -3.744 0.925 -2.809
H -4.743 0.239 -1.530
H -3.220 -0.535 -1.958
*
```

***

Preferred: arrangement one; penalty for the next structure: 15.2 kcal/mol.

***

Arrangement one

# CH6S3

A cluster of 2 separate species, CH6S3 in total (ωB97M-V/def2-TZVPD, OMol25).

Calculated values
HOMO-LUMO gap ... 0.357 hartree
Lowest unoccupied orbital energy ... 0.431 eV

The geometry in ORCA input format:
```
! RIJCOSX wB97M-V def2-TZVPD def2/J DEFGRID3
* xyz 0 1
C 0.798 1.156 -0.354
S -0.619 2.185 0.197
S -2.250 1.071 -0.461
H 0.820 0.294 0.297
H 1.671 1.788 -0.251
H 0.641 0.957 -1.408
H -2.454 0.227 0.572
S 0.863 -2.947 0.729
H -0.401 -2.620 1.012
H 0.932 -2.112 -0.331
*
```

***

Arrangement two

# CH6S3

A cluster of 2 separate species, CH6S3 in total (ωB97M-V/def2-TZVPD, OMol25).

Calculated values
HOMO-LUMO gap ... 0.346 hartree
Lowest unoccupied orbital energy ... 0.394 eV

The geometry in ORCA input format:
```
! RIJCOSX wB97M-V def2-TZVPD def2/J DEFGRID3
* xyz 0 1
C -0.502 -0.320 2.684
S -1.462 -0.383 1.130
H 0.508 -0.156 2.401
H -0.942 0.466 3.301
H -0.544 -1.239 3.349
H -0.562 -0.929 0.391
S 1.329 -0.358 -3.788
S -0.185 0.913 -3.504
H 2.032 -0.265 -2.634
H 0.328 2.271 -3.331
*
```

***

Preferred: arrangement one; penalty for the next structure: 14.6 kcal/mol.

***

Arrangement one

# C2H8N4O

The ion C2H8N4O with charge +2 (ωB97M-V/def2-TZVPD, OMol25).

Calculated values
HOMO-LUMO gap ... 0.429 hartree
Lowest unoccupied orbital energy ... -7.843 eV

The geometry in ORCA input format:
```
! RIJCOSX wB97M-V def2-TZVPD def2/J DEFGRID3
* xyz 2 1
N -2.657 -0.190 0.257
C -1.413 0.208 -0.019
N -0.935 1.437 0.042
O 0.366 1.518 -0.389
C 0.855 0.230 -0.649
N 2.050 -0.144 0.483
N -0.258 -0.570 -0.532
H -2.991 -1.050 0.002
H -3.319 0.482 0.179
H -1.498 2.343 0.077
H 1.403 0.173 -1.613
H 2.208 0.707 1.041
H 3.060 -0.299 0.105
H 1.731 -0.849 1.163
H -0.269 -1.514 -0.817
*
```

***

Arrangement two

# C2H8N4O

A cluster of 2 separate species, C2H8N4O in total (ωB97M-V/def2-TZVPD, OMol25).

Calculated values
HOMO-LUMO gap (alpha / beta) ... 0.302 / 0.342 hartree
Lowest unoccupied orbital energy (alpha / beta) ... -9.439 / -7.795 eV

The geometry in ORCA input format:
```
! RIJCOSX wB97M-V def2-TZVPD def2/J DEFGRID3
* xyz 2 1
C -1.211 0.558 0.153
C -0.653 0.837 -2.228
N -0.714 0.715 -1.018
N -0.480 0.170 1.233
N 0.882 -0.030 1.146
N 1.317 -1.267 1.763
O -0.310 1.715 -3.053
H -2.252 0.785 0.349
H -1.089 -1.321 -3.658
H -0.909 0.363 2.140
H 1.448 0.749 1.494
H 2.289 -1.455 1.452
H 0.727 -2.057 1.431
H 1.300 -1.286 2.808
H -0.343 1.524 -4.011
*
```

***

Preferred: arrangement one; penalty for the next structure: 110.0 kcal/mol.

***

Arrangement one

# C4H32BO24

A structure of composition C4H32BO24 (ωB97M-V/def2-TZVPD, OMol25).

Calculated values
HOMO-LUMO gap ... 0.329 hartree
Lowest unoccupied orbital energy ... 1.485 eV

The geometry in ORCA input format:
```
! RIJCOSX wB97M-V def2-TZVPD def2/J DEFGRID3
* xyz -1 1
O -0.503 3.816 0.186
C -0.327 2.708 -0.161
O -0.583 1.638 0.473
B -0.330 0.464 -0.350
O 0.211 1.009 -1.633
C 0.219 2.231 -1.374
O 0.253 3.041 -2.377
O -1.502 -0.434 -0.529
C -1.251 -1.507 -0.033
O -2.131 -2.385 0.149
C 0.113 -1.621 0.419
O 0.621 -0.508 0.350
O 0.473 -2.613 1.001
O 2.585 -2.654 -0.347
H 3.156 -3.023 0.331
H 3.202 -2.192 -0.894
O -0.508 -4.933 -1.873
H -1.021 -4.930 -2.667
H -1.200 -4.717 -1.110
O -3.296 3.654 1.806
H -3.805 3.028 1.431
H -2.576 3.958 1.189
O 1.687 2.705 0.886
H 2.578 2.976 1.233
H 1.262 2.743 1.710
O 1.573 -4.550 1.702
H 0.822 -5.063 2.028
H 0.873 -4.000 1.214
O 2.445 -0.378 2.425
H 1.996 -0.442 1.652
H 3.112 0.071 2.064
O 2.642 1.337 -1.496
H 2.250 1.429 -0.695
H 2.852 2.246 -1.637
O 1.483 5.391 -0.116
H 1.277 4.538 0.299
H 1.623 5.770 0.671
O 0.428 5.319 -3.343
H 0.050 4.355 -3.101
H 1.061 5.285 -2.646
O 2.083 -2.642 3.968
H 1.749 -3.091 3.265
H 2.194 -1.773 3.525
O 1.008 1.222 -4.682
H 0.960 1.382 -3.785
H 0.810 0.286 -4.802
O -1.193 6.322 1.410
H -0.740 5.596 1.055
H -1.666 6.976 0.668
O -4.658 -0.763 -0.369
H -3.903 -1.197 -0.386
H -5.129 -1.534 -0.753
O -2.376 -5.225 0.191
H -2.612 -4.348 0.646
H -2.191 -5.867 0.862
O -2.758 -3.594 3.024
H -2.419 -2.816 2.568
H -2.843 -3.315 3.912
O 0.737 -2.955 -2.691
H -0.088 -3.469 -2.580
H 1.201 -2.970 -1.868
*
```

***

Arrangement two

# C4H32BO24

A structure of composition C4H32BO24 (ωB97M-V/def2-TZVPD, OMol25).

Calculated values
HOMO-LUMO gap ... 0.316 hartree
Lowest unoccupied orbital energy ... 1.605 eV

The geometry in ORCA input format:
```
! RIJCOSX wB97M-V def2-TZVPD def2/J DEFGRID3
* xyz -1 1
O 2.109 -0.180 -2.096
C 1.794 0.551 -1.160
O 0.693 0.389 -0.606
B 0.879 0.908 0.773
O 2.259 1.393 0.770
C 2.750 1.186 -0.363
O 3.914 1.343 -0.678
O 0.673 -0.123 1.783
C -0.425 0.115 2.340
O -1.065 -0.791 2.847
C -0.948 1.254 1.777
O -0.176 1.875 1.033
O -2.167 1.602 1.920
O 5.817 -0.855 0.231
H 5.352 -1.568 -0.224
H 5.160 -0.208 0.260
O 3.129 -1.696 0.899
H 2.453 -1.453 1.500
H 3.628 -2.184 1.565
O 4.291 0.735 -3.275
H 3.661 0.000 -3.280
H 4.348 0.985 -2.346
O -3.657 0.900 4.598
H -4.470 0.736 5.031
H -3.912 1.532 3.984
O 3.533 -2.202 -3.960
H 2.594 -1.946 -3.835
H 3.392 -2.987 -4.511
O -4.817 1.592 2.221
H -3.999 1.369 1.789
H -5.482 0.883 2.028
O -2.241 -3.302 2.352
H -2.949 -3.955 2.401
H -2.585 -2.430 2.535
O 0.984 -1.728 -4.293
H 0.310 -1.962 -4.869
H 0.522 -1.395 -3.546
O 0.033 -2.360 -1.500
H 0.154 -1.529 -1.070
H -0.148 -2.836 -0.706
O 1.195 -2.837 3.212
H 1.856 -3.063 3.901
H 0.661 -2.195 3.657
O -3.323 3.847 0.934
H -3.135 3.479 1.784
H -4.245 3.704 0.858
O -2.399 2.128 -0.897
H -1.600 2.550 -1.131
H -2.728 2.602 -0.137
O 2.165 3.025 -3.112
H 2.526 3.560 -3.880
H 2.171 2.146 -3.503
O -2.198 -0.671 -0.517
H -1.892 0.167 -0.917
H -2.710 -0.326 0.179
O -0.490 0.713 -3.296
H -0.371 1.536 -2.763
H 0.115 0.885 -4.024
O -3.673 -0.962 2.105
H -2.909 -0.847 2.620
H -4.423 -1.114 2.608
*
```

***

Arrangement three

# C4H32BO24

A cluster of 17 separate species, C4H32BO24 in total (ωB97M-V/def2-TZVPD, OMol25).

Calculated values
HOMO-LUMO gap ... 0.354 hartree
Lowest unoccupied orbital energy ... 1.711 eV

The geometry in ORCA input format:
```
! RIJCOSX wB97M-V def2-TZVPD def2/J DEFGRID3
* xyz -1 1
O 1.713 -1.394 3.562
C 0.941 -1.076 2.656
O 1.084 -0.161 1.704
B -0.055 -0.177 0.731
O -1.027 -1.107 1.348
C -0.404 -1.733 2.381
O -0.934 -2.532 3.113
O 0.381 -0.571 -0.617
C 0.086 0.301 -1.543
O 0.243 0.285 -2.742
C -0.650 1.390 -0.770
O -0.657 1.149 0.544
O -1.144 2.374 -1.373
O 0.929 -3.903 8.136
H 0.212 -4.158 8.717
H 0.510 -3.759 7.287
O 2.533 4.458 2.015
H 2.331 3.523 1.980
H 2.166 4.752 2.848
O -0.919 -3.626 -5.222
H -0.927 -2.902 -4.596
H -1.504 -4.280 -4.840
O -2.838 -4.273 -1.608
H -3.171 -3.468 -1.212
H -2.677 -4.856 -0.866
O 1.220 6.535 -0.893
H 1.715 5.960 -0.309
H 1.373 6.177 -1.768
O -0.847 3.294 -7.308
H -1.466 2.655 -6.955
H -1.088 4.120 -6.888
O 2.405 4.239 -3.899
H 2.978 4.201 -3.133
H 2.526 3.394 -4.332
O -0.282 -0.346 -7.947
H -0.791 -0.457 -7.144
H -0.263 0.600 -8.090
O 6.482 -0.340 5.417
H 6.152 0.369 4.865
H 5.848 -0.404 6.130
O 3.826 -3.108 0.352
H 3.933 -2.220 0.694
H 3.279 -3.000 -0.426
O -2.564 -6.823 3.754
H -2.311 -5.939 4.020
H -2.644 -6.774 2.802
O 4.153 0.414 -4.839
H 4.452 0.817 -5.654
H 3.211 0.292 -4.964
O 3.933 -0.855 8.096
H 3.589 -1.231 7.286
H 3.596 -1.424 8.788
O -5.131 -0.588 2.951
H -5.198 -1.531 2.800
H -5.087 -0.501 3.904
O -6.273 3.436 -4.000
H -6.699 2.817 -4.593
H -5.555 2.937 -3.610
O -5.101 3.324 1.194
H -5.344 2.405 1.307
H -4.251 3.296 0.756
*
```

***

Preferred: arrangement three; penalty for the next structure: 36.8 kcal/mol.